Entry 1:
Here is the molecule C4H5NO at a distorted geometry from the Open Molecules 2025 dataset. Energies are from the ωB97M-V functional and the def2-TZVPD basis.

Geometry as ORCA input:
```
! RIJCOSX wB97M-V def2-TZVPD def2/J DEFGRID3
* xyz 0 1
O -1.44157 -0.57169 0.81463
C -0.07190 -0.72063 0.64627
C 0.37882 -0.78691 -0.74588
C 0.73781 0.49726 0.25548
C -0.01829 1.69593 0.04993
N -0.65132 2.65806 -0.09344
H -1.71727 0.34825 0.69869
H 0.33732 -1.41632 1.36875
H 1.23196 -1.44250 -0.95060
H -0.31416 -0.60380 -1.54701
H 1.52860 0.34236 -0.49682
*
```

The SMILES is N#C[C@@H]1C[C@@H]1O. The energy above the lowest of the compared OMol25 structures with the same formula, charge and spin comes out at 3.324 eV. The value obtained for the HOMO-LUMO gap is 10.271 eV. Its HOMO energy is -9.572 eV. Its LUMO energy is 0.70 eV.



Entry 2:
Here is C2HBr2NO as an isolated structure at a distorted geometry from the Open Molecules 2025 dataset. Energies are from the ωB97M-V functional and the def2-TZVPD basis.

Geometry as ORCA input:
```
! RIJCOSX wB97M-V def2-TZVPD def2/J DEFGRID3
* xyz 0 1
C 0.74525 -0.42308 -0.92223
C -2.07820 0.33169 -1.53703
N -0.05215 -0.79693 -0.14680
O 1.43794 -0.11026 -1.80750
Br -2.54139 -1.10553 -2.60746
Br -2.85188 0.34392 0.20513
H -0.31840 -1.16143 0.76072
*
```

The energy above the lowest of the compared OMol25 structures with the same formula, charge and spin comes out at 2.279 eV. The value obtained for the HOMO-LUMO gap is 8.016 eV. Its HOMO energy is -9.272 eV. Its LUMO energy is -1.26 eV.



Entry 3:
Here is C5H18IN3NbSn as an isolated structure at a distorted geometry from the Open Molecules 2025 dataset. Energies are from the ωB97M-V functional and the def2-TZVPD basis.

Geometry as ORCA input:
```
! RIJCOSX wB97M-V def2-TZVPD def2/J DEFGRID3
* xyz 1 1
C -1.60707 1.77526 2.17302
C -0.34744 1.07758 2.73733
C 0.78769 0.81878 1.69597
I 2.71710 0.86063 2.68881
Nb 0.43480 -1.26555 0.72425
C 1.24494 -0.61578 -1.26132
C 0.13293 -0.29347 -2.30906
N 0.64927 -0.76207 -3.61321
N -1.13266 -0.93297 -1.97911
N -0.02690 1.14819 -2.47140
H -1.95232 2.53611 2.87939
H -1.42957 2.27192 1.21937
H -2.44115 1.07734 2.06796
H 0.06297 1.69902 3.54258
H -0.69874 0.07817 3.18046
H 0.69881 1.55659 0.89565
H 2.11636 -1.82697 1.23523
H -0.12898 -1.96529 2.35003
H -1.26800 -0.70063 0.45968
H 0.05931 -2.90076 0.00787
H 1.86859 0.28267 -1.14894
H 1.89149 -1.40956 -1.66247
H 0.24146 -0.19889 -4.34979
H 0.35509 -1.71184 -3.78627
H -1.89054 -0.40058 -2.37702
H -1.16129 -1.89940 -2.25322
H 0.09600 1.58724 -1.57355
H 0.71720 1.43520 -3.08967
Sn 0.01067 -1.32094 4.01742
*
```

The value obtained for the HOMO-LUMO gap is 5.580 eV. Its HOMO energy is -11.720 eV. Its LUMO energy is -6.14 eV.



Entry 4:
Here is C10H17BiN3O5S3SbSi as an isolated structure from the Open Molecules 2025 dataset. Energies are from the ωB97M-V functional and the def2-TZVPD basis.

Geometry as ORCA input:
```
! RIJCOSX wB97M-V def2-TZVPD def2/J DEFGRID3
* xyz -1 2
Bi 0.26852 0.28934 -0.13185
S 3.39561 3.43890 -1.83126
Sb 2.55125 2.84393 0.23747
S 2.83839 0.50601 0.49979
S 0.17267 2.89133 0.08666
C 0.64984 1.12454 3.49225
Si -0.35579 -0.05847 2.43174
C 0.06889 -1.83731 2.87111
C -2.18983 0.27222 2.65183
H 0.39403 0.98109 4.54417
H 0.43311 2.15944 3.22360
H 1.71852 0.95276 3.36552
H -0.21587 -2.07187 3.89731
H 1.14287 -2.00398 2.77250
H -0.44919 -2.52616 2.20341
H -2.43674 0.37472 3.70966
H -2.77403 -0.53908 2.22160
H -2.47827 1.19140 2.14106
O -2.05619 -1.79449 0.21017
N -2.69857 -1.03546 -0.55457
O -3.57862 -1.50350 -1.28115
O -2.43954 0.18349 -0.54617
O -4.70754 -4.03600 -2.76038
C -4.29302 -4.66400 -1.56892
N -2.93023 -4.35049 -1.24729
C -1.91806 -5.25041 -1.24968
O -2.03908 -6.44884 -1.44352
C -0.60151 -4.61844 -0.90660
C 0.27120 -5.23118 -0.01651
C 1.40962 -4.53912 0.37282
C 1.63164 -3.27715 -0.16256
N 0.82972 -2.71581 -1.06156
C -0.26008 -3.37629 -1.41597
H -4.52927 -3.09240 -2.65322
H -4.37459 -5.73930 -1.72066
H -4.93784 -4.34915 -0.74054
H -2.75583 -3.42251 -0.87708
H 0.03185 -6.21274 0.37063
H 2.10397 -4.94986 1.09207
H 2.49593 -2.69320 0.13714
H -0.91117 -2.88566 -2.13122
*
```

The energy above the lowest of the compared OMol25 structures with the same formula, charge and spin comes out at 0.000 eV. The value obtained for the HOMO-LUMO gap (spin up / spin down) is 7.562 / 5.353 eV. Its expectation value of S² is 0.77. Its HOMO energy (spin up / spin down) is -5.198 / -5.213 eV. Its LUMO energy (spin up / spin down) is 2.36 / 0.14 eV.